No. 1
Molecular formula: C3H9ClNPS
Method: DFT, wB97M-V/def2-TZVPD

Geometry as XYZ:
```
16
C3H9ClNPS | the Open Molecules 2025 dataset | wB97M-V/def2-TZVPD
C 2.7386 -1.1693 0.5485
C -2.5550 1.8653 -0.5785
C 1.3712 -0.8540 1.1419
N -3.3291 2.1439 -1.5238
P 0.1798 -0.1119 -0.0290
S -0.1312 -1.5340 -1.5030
Cl -1.4032 -0.1818 1.2817
H 3.6968 -1.1034 1.2239
H 2.7853 -2.2199 0.3799
H 2.9821 -0.6503 -0.4465
H -2.9428 1.7279 0.4535
H -1.4360 1.9479 -0.7981
H -0.3349 -0.5118 -2.2827
H 1.6279 -0.0840 1.9290
H 0.9837 -1.6827 1.6479
H -4.2332 2.4181 -1.4448
```

Results
lowest unoccupied orbital energy = 0.746 eV
total charge = 0
highest occupied orbital energy = -8.95 eV
electronic energy = -1374.15138 Eh



No. 2
Molecular formula: C3H9FIN3O2S
Method: DFT, wB97M-V/def2-TZVPD

Geometry as XYZ:
```
20
C3H9FIN3O2S | the Open Molecules 2025 dataset | wB97M-V/def2-TZVPD
C 0.4442 1.4058 0.9881
C -1.9726 2.2027 -0.6398
C 0.9512 -2.9142 0.1069
N 0.2611 0.9594 -0.3560
N -1.4361 0.8965 -0.8354
N 0.6588 -1.5675 0.5173
O 0.3043 -0.9889 -1.9307
O 2.3749 -0.2126 -0.8455
F 1.5639 -1.1996 1.5412
S 0.9731 -0.4557 -0.7971
I -2.3270 -0.6027 0.1626
H 0.1122 2.4410 1.0848
H -0.0756 0.7774 1.7227
H 1.5161 1.3586 1.1794
H -2.9500 2.2052 -1.1323
H -2.1001 2.5251 0.4007
H -1.3118 2.8997 -1.1614
H 0.2779 -3.1258 -0.7197
H 1.9876 -3.0195 -0.2268
H 0.7478 -3.5849 0.9410
```

Results
lowest unoccupied orbital energy = -0.321 eV
total charge = 0
highest occupied orbital energy = -9.26 eV
electronic energy = -1230.00028 Eh



No. 3
Molecular formula: C3H9FN2
Method: DFT, wB97M-V/def2-TZVPD

Geometry as XYZ:
```
15
C3H9FN2 | the Open Molecules 2025 dataset | wB97M-V/def2-TZVPD
C 0.5678 -1.5897 -1.6174
C -0.5302 2.1129 1.1808
C -0.1640 -1.1671 -0.3532
N -0.5826 0.6850 0.9578
N 0.0361 0.2387 -0.0989
F 1.6343 0.3135 0.1883
H 1.6359 -1.4401 -1.4940
H 0.3769 -2.6392 -1.8234
H 0.2298 -0.9906 -2.4578
H -0.6870 2.6055 0.2237
H -1.3205 2.3904 1.8754
H 0.4377 2.4266 1.5827
H -1.2439 -1.2927 -0.4844
H 0.1548 -1.7796 0.5041
H -0.5451 0.1264 1.8166
```

Results
lowest unoccupied orbital energy = 1.085 eV
total charge = 0
highest occupied orbital energy = -9.65 eV
electronic energy = -328.98838 Eh



No. 4
Molecular formula: C3H9FN3O
Method: DFT, wB97M-V/def2-TZVPD

Geometry as XYZ:
```
17
C3H9FN3O | the Open Molecules 2025 dataset | wB97M-V/def2-TZVPD
C -0.9128 -1.2091 0.0141
C 0.7112 0.3088 1.1012
C 0.5589 1.8297 -1.1178
N -1.0844 -1.8140 1.1517
N -0.0534 -0.1377 -0.0204
N 0.2772 0.4166 -1.2263
O -1.8250 -1.5370 -0.8914
F 1.5352 -0.2103 -1.6450
H 1.8094 0.5914 0.8979
H 0.2169 1.1601 1.6202
H 0.8879 -0.5187 1.9111
H 0.7765 2.1291 -2.0948
H -0.3624 2.3077 -0.7577
H 1.3680 1.9969 -0.3837
H -0.5165 -1.4644 1.9124
H -1.7639 -2.6190 1.3255
H -1.6229 -1.2301 -1.7971
```

Results
lowest unoccupied orbital energy (alpha / beta) = -3.274 / -7.433 eV
total charge = +1
spin multiplicity = 3
highest occupied orbital energy (alpha / beta) = -10.02 / -15.44 eV
electronic energy = -458.54893 Eh



No. 5
Molecular formula: C3H9IN2
Method: DFT, wB97M-V/def2-TZVPD

Geometry as XYZ:
```
15
C3H9IN2 | the Open Molecules 2025 dataset | wB97M-V/def2-TZVPD
C -0.4379 1.1915 -0.0244
C 2.0602 0.2670 0.0295
C 0.5633 0.0567 0.1330
N 0.3959 -2.3457 0.1576
N -0.0853 -1.0347 0.2086
I -5.2523 0.6946 0.3048
H -1.3419 0.8825 -0.4133
H -0.6605 1.7948 0.8420
H 0.0959 2.0318 -0.6890
H 2.4890 -0.2117 0.8497
H 2.2287 1.2710 -0.0923
H 2.5631 -0.2864 -0.9019
H -3.6918 0.9421 0.0813
H 1.3372 -2.3883 -0.1034
H -0.2637 -2.8650 -0.3823
```

Results
lowest unoccupied orbital energy = 0.723 eV
total charge = 0
highest occupied orbital energy = -8.77 eV
electronic energy = -526.82574 Eh



No. 6
Molecular formula: C3H9INO3
Method: DFT, wB97M-V/def2-TZVPD

Geometry as XYZ:
```
17
C3H9INO3 | the Open Molecules 2025 dataset | wB97M-V/def2-TZVPD
C -0.1324 0.3883 -1.9933
C 0.3796 1.1563 0.6528
C -0.2207 -2.1014 0.7622
N -0.6793 -0.1394 -0.7667
O -0.8394 0.7603 0.2056
O 0.1466 -1.2308 -0.3379
O -1.8490 -0.6217 -1.0759
I -3.6496 -0.6083 0.6801
H -0.2810 -0.4904 -2.6539
H -0.8101 1.3472 -2.2646
H 0.8133 0.6808 -1.8906
H 0.9954 0.2488 0.9033
H 0.2012 1.7666 1.4955
H 0.8652 1.8167 -0.0652
H 0.2270 -3.0618 0.4916
H -1.3098 -2.1613 0.8251
H 0.1557 -1.6152 1.7287
```

Results
lowest unoccupied orbital energy (alpha / beta) = -7.790 / -7.820 eV
total charge = +1
highest occupied orbital energy (alpha / beta) = -14.82 / -14.84 eV
electronic energy = -697.32417 Eh



No. 7
Molecular formula: C3H9INS
Method: DFT, wB97M-V/def2-TZVPD

Geometry as XYZ:
```
15
C3H9INS | the Open Molecules 2025 dataset | wB97M-V/def2-TZVPD
C -0.7653 1.3095 1.3788
C -0.2988 -1.0250 0.6139
C -1.1096 0.2374 0.6937
N -0.1204 -1.4404 -0.8019
S 1.9978 1.0058 -1.0373
I -2.9549 0.1347 -0.3855
H 0.1710 1.3590 1.9133
H -1.3946 2.1798 1.4406
H 1.9492 2.2785 -0.6768
H 0.6807 -0.8568 1.0669
H -0.8105 -1.8270 1.1546
H 0.2403 -2.3977 -0.8822
H 0.5307 -0.7817 -1.2671
H -1.0534 -1.3651 -1.2635
H 2.9379 1.1889 -1.9475
```

Results
lowest unoccupied orbital energy = -3.345 eV
total charge = +1
highest occupied orbital energy = -13.32 eV
electronic energy = -870.06517 Eh



No. 8
Molecular formula: C3H9IO
Method: DFT, wB97M-V/def2-TZVPD

Geometry as XYZ:
```
14
C3H9IO | the Open Molecules 2025 dataset | wB97M-V/def2-TZVPD
I 0.6610 -0.3377 3.3838
C 1.0749 -1.9812 2.1285
H 0.5935 -2.8932 2.5199
H 2.1627 -2.1548 2.0706
H 0.6943 -1.7915 1.1108
O -0.4561 0.1858 -1.3840
C -1.6974 0.7763 -1.0535
C 0.5579 1.1685 -1.4534
H -2.4511 -0.0280 -1.0120
H -2.0112 1.5138 -1.8113
H -1.6611 1.2755 -0.0706
H 0.3405 1.9227 -2.2283
H 0.6906 1.6845 -0.4876
H 1.5014 0.6594 -1.7128
```

Results
lowest unoccupied orbital energy = 0.496 eV
total charge = 0
highest occupied orbital energy = -9.45 eV
electronic energy = -492.59378 Eh



No. 9
Molecular formula: C3H9MnN3O14S2
Method: DFT, wB97M-V/def2-TZVPD

Geometry as XYZ:
```
32
C3H9MnN3O14S2 | the Open Molecules 2025 dataset | wB97M-V/def2-TZVPD
Mn 0.1502 -0.3443 -0.0463
S 0.5622 -3.5196 0.4826
O 1.1452 -3.3436 1.8185
O 0.6013 -2.1951 -0.2481
O 1.2056 -4.5530 -0.3260
O -0.8157 -3.9081 0.8402
S -1.0761 -0.2550 2.2043
O 0.2880 0.1955 1.8187
O -1.9138 0.8364 2.6924
O -1.5679 -0.6296 0.8553
O -0.9518 -1.3884 3.0741
C -2.8307 -1.2984 -2.6543
N -1.7003 -0.3408 -2.7600
O -0.8155 -0.4626 -1.9478
O -1.5917 0.3564 -3.7559
H -3.6696 -1.0316 -3.2895
H -3.0347 -1.4678 -1.5982
H -2.4052 -2.2216 -3.0500
C 4.0929 1.1608 0.6823
N 3.5766 -0.0325 -0.0406
O 4.3626 -0.9382 -0.1781
O 2.3517 -0.0652 -0.2254
H 4.6424 0.8952 1.5803
H 3.1988 1.7048 0.9806
H 4.6609 1.6783 -0.0886
C -1.1744 3.5339 0.8317
N -1.2412 2.3897 -0.1061
O -0.2111 1.7684 -0.3422
O -2.3181 2.0324 -0.5477
H -0.1454 3.7233 1.1252
H -1.6945 3.2987 1.7614
H -1.6807 4.4215 0.4570
```

Results
lowest unoccupied orbital energy (alpha / beta) = 4.386 / 4.392 eV
total charge = -2
spin multiplicity = 6
highest occupied orbital energy (alpha / beta) = 0.23 / 0.23 eV
electronic energy = -3284.48938 Eh



No. 10
Molecular formula: C3H9N
Method: DFT, wB97M-V/def2-TZVPD

Geometry as XYZ:
```
13
C3H9N | the Open Molecules 2025 dataset | wB97M-V/def2-TZVPD
N 3.0147 1.0353 -1.4847
H 3.0823 0.2752 -0.8293
H 2.5495 1.7739 -1.0174
H 2.5305 0.7693 -2.3196
C -1.2974 -1.2002 1.4544
C -0.7427 -0.3719 0.3204
C -1.4382 0.6206 -0.2301
H -0.5628 -1.5645 2.1632
H -2.1029 -0.6057 1.8860
H -1.7826 -2.0991 1.0646
H 0.1773 -0.7103 -0.1397
H -1.0909 1.1071 -1.1296
H -2.3368 0.9703 0.2617
```

Results
lowest unoccupied orbital energy = 1.013 eV
total charge = 0
highest occupied orbital energy = -9.69 eV
electronic energy = -174.42105 Eh



No. 11
Molecular formula: C3H9N
Method: DFT, wB97M-V/def2-TZVPD

Geometry as XYZ:
```
13
C3H9N | the Open Molecules 2025 dataset | wB97M-V/def2-TZVPD
C -1.5076 0.4327 -0.1283
C -0.5594 -0.7466 0.1877
C 1.6356 0.4374 0.0397
H -2.4546 0.0287 0.2263
H -1.2889 1.3921 0.4399
H -1.5668 0.6699 -1.2308
H -0.6213 -0.8828 1.2925
H -1.0609 -1.6269 -0.1233
H 0.9002 -1.1364 -1.1836
H 1.4325 1.3450 -0.6580
H 1.3542 0.7818 1.2074
H 2.8535 0.0858 0.0874
N 0.8836 -0.7807 -0.1570
```

Results
lowest unoccupied orbital energy = 1.121 eV
total charge = 0
highest occupied orbital energy = -8.79 eV
electronic energy = -174.39197 Eh



No. 12
Molecular formula: C3H9N
Method: DFT, wB97M-V/def2-TZVPD

Geometry as XYZ:
```
13
C3H9N | the Open Molecules 2025 dataset | wB97M-V/def2-TZVPD
C -2.5507 -0.6382 0.5858
C -2.4461 0.2975 -0.3832
N 0.2890 0.8022 0.5938
C 0.5089 0.8961 -0.6139
H -2.1513 -0.1531 -1.3277
H -2.1390 -1.6303 0.4827
H -3.2755 -0.4791 1.3793
H -3.0981 1.1209 -0.6427
H 7.9538 -1.0395 0.8745
H -1.5180 0.3460 0.7607
H -0.2339 0.6319 -1.4354
H 1.3632 1.2200 -1.2401
H 7.2977 -1.3743 0.9662
```

Results
lowest unoccupied orbital energy = -0.615 eV
total charge = 0
highest occupied orbital energy = -6.49 eV
electronic energy = -174.17806 Eh



No. 13
Molecular formula: C3H9N
Method: DFT, wB97M-V/def2-TZVPD

Geometry as XYZ:
```
13
C3H9N | the Open Molecules 2025 dataset | wB97M-V/def2-TZVPD
C -1.4474 0.4483 -0.1124
C -0.5845 -0.7973 0.2848
C 1.6025 0.3576 0.1204
H -2.4498 0.2129 0.2113
H -1.0639 1.3829 0.3215
H -1.5279 0.5765 -1.1845
H -0.5839 -0.8801 1.3718
H -1.0903 -1.7117 -0.1550
H 0.8201 -0.8968 -1.2507
H 1.2012 1.3330 -0.2860
H 1.6788 0.4802 1.2199
H 2.6226 0.3231 -0.3168
N 0.8225 -0.8286 -0.2243
```

Results
lowest unoccupied orbital energy = 1.184 eV
total charge = 0
highest occupied orbital energy = -8.75 eV
electronic energy = -174.43176 Eh



No. 14
Molecular formula: C3H9N
Method: DFT, wB97M-V/def2-TZVPD

Geometry as XYZ:
```
13
C3H9N | the Open Molecules 2025 dataset | wB97M-V/def2-TZVPD
N 3.8050 1.6273 -1.1939
H 3.0337 1.4102 -0.5878
H 3.3852 1.4305 -2.0976
H 4.5425 0.9921 -0.9603
C -1.5314 -0.8331 1.6210
C -1.3556 -0.9647 0.1460
C -1.9284 -0.0631 -0.6608
H -0.7204 -1.2027 2.2489
H -1.7563 0.1989 1.8611
H -2.3308 -1.5050 1.9593
H -0.8864 -1.7910 -0.3727
H -1.7943 -0.0709 -1.7287
H -2.4628 0.7716 -0.2345
```

Results
lowest unoccupied orbital energy = 0.966 eV
total charge = 0
highest occupied orbital energy = -9.60 eV
electronic energy = -174.41723 Eh



No. 15
Molecular formula: C3H9N
Method: DFT, wB97M-V/def2-TZVPD

Geometry as XYZ:
```
13
C3H9N | the Open Molecules 2025 dataset | wB97M-V/def2-TZVPD
C -0.2604 0.0963 2.2717
C -1.5498 -0.1761 2.3996
H 0.4954 -0.3317 2.9216
H 0.1522 0.5777 1.3919
H -1.8195 -1.0734 2.9400
H -2.2969 0.3606 1.8322
C 0.3188 0.2491 -2.2384
N 1.2496 -0.5929 -1.4789
H 0.6172 1.2946 -2.3909
H 0.1379 -0.1206 -3.2484
H -0.6672 0.2612 -1.7679
H 1.4866 -0.0487 -0.6509
H 2.1361 -0.4960 -1.9815
```

Results
lowest unoccupied orbital energy = 1.098 eV
total charge = 0
highest occupied orbital energy = -9.79 eV
electronic energy = -174.38968 Eh



No. 16
Molecular formula: C3H9N
Method: DFT, wB97M-V/def2-TZVPD

Geometry as XYZ:
```
13
C3H9N | the Open Molecules 2025 dataset | wB97M-V/def2-TZVPD
C 0.4727 -1.2204 -0.4415
N -0.4122 -0.0563 -0.3439
C -1.0458 0.2052 0.8973
C 0.5411 1.0240 -0.6657
H 0.2617 -2.0603 0.3442
H 1.4805 -0.9526 -0.0332
H 0.3603 -1.5894 -1.5313
H -1.1447 1.2429 1.1879
H -2.1408 -0.0635 0.7526
H -0.6570 -0.3315 1.7219
H -0.1352 1.8409 -0.8047
H 1.2134 0.7521 -1.4103
H 1.2060 1.2088 0.3268
```

Results
lowest unoccupied orbital energy = 1.154 eV
total charge = 0
highest occupied orbital energy = -8.53 eV
electronic energy = -174.38308 Eh



Computed values of largest force on an atom (unit: eV/Å) for the preceding records, in sequence: 4.6, 3.9, 0.9, 9.5, 5.3, 5.3, 0.9, 1.3, 4.6, 1.0, 3.7, 4.6, 1.7, 1.6, 1.3, 4.4.